DFT (wB97M-V/def2-TZVPD) results for a structure of composition C19H38Be2Br3F9N6O10P2 in a non-equilibrium geometry.

Geometry as XYZ:
```
89
Properties=species:S:1:pos:R:3:mulliken_charge:R:1
N 1.91 -3.78 -3.02 -0.44
C 2.10 -3.06 -4.30 -1.09
C 2.85 -1.73 -4.17 0.37
O 2.07 -0.75 -3.53 -0.44
C 4.26 -1.86 -3.53 -0.88
P 5.60 -2.16 -4.74 0.18
H 1.91 -4.77 -3.26 0.28
H 2.71 -3.65 -2.40 0.30
H 2.52 -3.70 -5.09 0.49
H 1.09 -2.81 -4.67 0.38
H 2.99 -1.37 -5.20 0.40
H 2.39 -0.62 -2.63 0.20
H 4.48 -0.89 -3.05 0.51
H 4.35 -2.62 -2.76 0.26
H 6.12 -3.49 -4.63 0.32
H 5.24 -1.85 -6.06 0.19
Be 2.09 -5.26 -0.90 0.46
F 8.80 -5.00 -3.38 -0.31
P 8.57 -5.87 -4.76 0.96
F 7.08 -5.14 -4.56 -0.37
F 9.64 -6.93 -4.12 -0.28
F 9.89 -5.08 -5.32 -0.27
F 8.23 -5.75 -6.36 -0.29
F 7.70 -7.25 -4.82 -0.29
C 0.26 1.27 2.89 -0.56
C 0.42 0.09 2.16 -0.51
C 1.46 -0.01 1.24 -0.22
C 2.32 1.06 1.07 0.15
C 2.17 2.24 1.77 0.00
C 1.13 2.35 2.69 -1.02
N 3.43 0.94 0.11 1.05
O 3.53 -0.10 -0.53 -0.67
O 4.17 1.89 0.01 -0.61
H -0.55 1.36 3.61 0.51
H -0.26 -0.74 2.31 0.48
H 1.59 -0.92 0.68 0.53
H 2.84 3.08 1.62 0.35
H 0.99 3.26 3.25 0.66
O -1.94 3.44 3.38 -0.59
H -2.58 3.91 3.92 0.29
H -2.00 3.86 2.52 0.30
C -3.70 8.84 3.55 -1.00
C -2.29 9.40 3.76 -0.21
O -1.27 8.38 3.78 -0.30
C -0.73 7.90 2.60 0.41
O -0.33 8.78 1.78 -0.36
C -1.68 6.84 1.87 0.70
F -2.29 6.07 2.77 -0.18
F -0.95 6.04 1.10 -0.25
F -2.61 7.40 1.11 -0.19
H -3.84 7.91 4.10 0.25
H -4.43 9.57 3.90 0.40
H -3.90 8.65 2.50 0.27
H -2.26 9.84 4.75 0.32
H -2.06 10.20 3.06 0.31
H 0.07 7.20 3.00 0.29
Be 1.93 1.41 5.05 0.43
C 5.24 4.83 0.89 -0.64
N 4.66 5.47 2.09 0.90
O 5.39 6.08 2.83 -0.50
O 3.45 5.33 2.26 -0.57
H 6.31 5.03 0.86 0.33
H 5.04 3.77 0.97 0.21
H 4.75 5.25 0.02 0.28
C -1.51 -2.89 -0.83 -0.41
Br -2.90 -1.63 -0.38 0.04
Br -2.22 -4.59 -1.39 -0.01
Br -0.27 -2.19 -2.13 0.09
H -0.95 -3.07 0.08 0.35
C -6.94 -6.48 -2.07 0.70
O -8.05 -6.98 -2.00 -0.59
N -6.42 -6.01 -3.24 -0.34
N -6.14 -6.37 -0.97 -0.25
H -5.51 -5.60 -3.32 0.12
H -6.99 -6.08 -4.06 0.21
H -6.50 -6.70 -0.10 0.19
H -5.22 -5.96 -0.99 0.09
C -6.52 -3.20 0.79 0.14
O -7.33 -3.90 0.23 -0.56
N -6.38 -3.10 2.14 0.13
C -5.39 -2.24 2.74 -0.74
C -7.26 -3.88 2.99 -0.89
H -5.81 -2.56 0.24 0.26
H -4.71 -2.84 3.36 0.34
H -5.88 -1.50 3.38 0.36
H -4.81 -1.72 1.98 0.09
H -7.13 -4.94 2.77 0.28
H -8.29 -3.61 2.79 0.31
H -7.02 -3.70 4.04 0.40
```

Calculated values
HOMO-LUMO gap = 0.044 hartree
Charge = +2
Highest occupied orbital energy = -12.594 eV
Molar mass = 1001.21 g mol⁻¹


DFT (wB97M-V/def2-TZVPD) results for a cluster of 3 separate species, C4H14N2OS in total in a non-equilibrium geometry.

Geometry as XYZ:
```
22
Properties=species:S:1:pos:R:3:mulliken_charge:R:1
C 2.53 -0.46 -0.35 -0.65
O 2.99 0.19 0.82 -0.48
C 1.88 0.52 -1.33 -0.17
N 1.52 -0.14 -2.57 -0.54
H 1.90 -1.34 -0.25 0.41
H 3.45 -0.81 -0.84 0.34
H 2.23 0.31 1.41 0.30
H 1.08 0.96 -0.71 0.04
H 2.59 1.33 -1.48 0.38
H 0.01 -0.86 -0.31 -0.05
H 1.38 0.48 -3.35 0.23
H 0.65 -0.65 -2.40 0.21
C -2.71 -0.47 0.26 -0.51
C -1.78 0.58 0.90 -0.58
S -0.21 -0.17 1.46 -0.17
N -3.91 0.03 -0.40 -0.63
H -3.04 -1.20 1.02 0.28
H -2.12 -1.03 -0.46 0.40
H -2.27 0.92 1.82 0.35
H -1.58 1.38 0.19 0.34
H -3.64 0.65 -1.15 0.23
H -4.46 0.58 0.26 0.25
```

Calculated values
HOMO-LUMO gap = 0.304 hartree
Energy relative to the best compared isomer or geometry (same formula, charge and spin) = 63.44 kcal per mole
Highest occupied orbital energy = -9.199 eV
Molar mass = 138.24 g mol⁻¹


DFT (wB97M-V/def2-TZVPD) results for a structure of composition C35H25BrGeN2ORu.

Geometry as XYZ:
```
66
Properties=species:S:1:pos:R:3:mulliken_charge:R:1
Ru -0.66 -0.28 0.14 1.06
Br -0.07 3.99 6.30 -0.22
C -0.36 3.18 4.61 -0.20
C -1.17 3.83 3.66 -0.37
C -1.39 3.26 2.44 -0.49
C -0.82 2.01 2.08 0.84
O -1.09 1.55 0.91 -0.92
C 0.00 1.36 3.05 -0.26
C 0.65 0.11 2.85 0.57
N 0.57 -0.63 1.78 -0.13
C 1.31 -1.82 1.68 0.32
C 2.01 -2.45 2.68 -0.57
C 2.75 -3.61 2.42 -1.12
C 2.81 -4.16 1.17 -0.79
C 2.08 -3.56 0.11 1.31
C 2.06 -4.07 -1.20 -0.60
C 1.30 -3.45 -2.15 -0.73
C 0.54 -2.33 -1.80 -0.49
N 0.54 -1.83 -0.58 -0.20
C 1.32 -2.41 0.38 0.44
C 0.21 1.98 4.31 -0.75
H -1.61 4.79 3.91 0.43
H -2.01 3.75 1.70 0.47
H 1.26 -0.23 3.68 0.15
H 2.00 -2.07 3.69 0.32
H 3.29 -4.08 3.23 0.39
H 3.39 -5.05 0.97 0.42
H 2.64 -4.95 -1.44 0.45
H 1.25 -3.81 -3.17 0.41
H -0.11 -1.83 -2.51 0.51
H 0.83 1.48 5.04 0.42
C -2.15 -0.91 -0.31 -1.09
Ge -3.55 -1.98 0.55 1.91
C -4.81 -2.70 -0.77 0.15
C -6.12 -2.25 -0.87 -0.19
C -6.97 -2.75 -1.84 -0.63
C -6.52 -3.71 -2.74 -0.45
C -5.21 -4.17 -2.65 -0.70
C -4.36 -3.67 -1.67 -0.37
C -2.65 -3.43 1.50 0.57
C -2.94 -3.72 2.83 -0.26
C -2.28 -4.74 3.51 -0.76
C -1.31 -5.49 2.86 -0.64
C -1.00 -5.21 1.53 -0.71
C -1.67 -4.19 0.86 -0.30
C -4.48 -0.85 1.85 -0.53
C -3.99 0.40 2.20 -0.58
C -4.61 1.16 3.19 -0.46
C -5.73 0.67 3.83 -0.53
C -6.24 -0.58 3.48 -0.75
C -5.62 -1.33 2.50 0.00
H -6.49 -1.49 -0.19 0.35
H -7.99 -2.39 -1.91 0.39
H -7.18 -4.10 -3.50 0.37
H -4.85 -4.92 -3.35 0.39
H -3.35 -4.04 -1.61 0.19
H -3.69 -3.14 3.36 0.36
H -2.52 -4.95 4.54 0.40
H -0.79 -6.28 3.38 0.40
H -0.25 -5.79 1.01 0.43
H -1.41 -3.99 -0.17 0.14
H -3.12 0.80 1.69 0.42
H -4.21 2.13 3.45 0.46
H -6.22 1.25 4.60 0.38
H -7.12 -0.97 3.98 0.40
H -6.02 -2.30 2.24 0.53
```

Calculated values
HOMO-LUMO gap (alpha / beta) = 0.206 / 0.206 hartree
Energy relative to the best compared isomer or geometry (same formula, charge and spin) = 0.00 kcal per mole
Highest occupied orbital energy (alpha / beta) = -6.601 / -6.601 eV
Molar mass = 743.18 g mol⁻¹